Entry 1:
{
  "formula": "C2H4FNO",
  "method": "the ωB97M-V functional and the def2-TZVPD basis",
  "elements": ["C", "C", "N", "O", "F", "H", "H", "H", "H"],
  "positions_angstrom": [[-0.5717, 0.8240, -0.0105], [-0.5326, -0.6378, -0.7555], [-0.8092, 2.3177, -0.3425], [-0.7548, 2.7720, -1.4631], [-1.5031, -1.2981, -0.0480], [-1.4017, 0.6086, 0.7593], [0.4575, 0.8943, 0.3414], [-0.7953, -0.8303, -1.7813], [0.3402, -1.2224, -0.5652]],
  "orbital_gap_ev": 9.228,
  "mol_weight_g_mol": 77.06,
  "e_above_lowest_kj_mol": 415.1,
  "smiles": "O=NCCF"
}

---

Entry 2:
{
  "formula": "C2H4FNO2",
  "method": "the ωB97M-V functional and the def2-TZVPD basis",
  "elements": ["C", "C", "N", "O", "O", "F", "H", "H", "H", "H"],
  "positions_angstrom": [[-0.0916, 0.0912, -0.3526], [1.1073, -0.5651, 0.1439], [2.2222, 0.3713, 0.0661], [1.9540, 1.4613, -0.4028], [3.3389, 0.0117, 0.3748], [1.3730, -1.7722, -0.3563], [-0.9897, -0.4096, -0.0815], [-0.0495, 0.1420, -1.4025], [-0.2467, 0.9600, 0.2295], [1.3410, -0.6679, 2.1269]],
  "orbital_gap_ev": [8.996, 9.112],
  "mol_weight_g_mol": 93.06,
  "e_above_lowest_kj_mol": 674.3
}

---

Entry 3:
{
  "formula": "C2H4FNO3",
  "method": "the ωB97M-V functional and the def2-TZVPD basis",
  "elements": ["C", "C", "N", "O", "O", "O", "F", "H", "H", "H", "H"],
  "positions_angstrom": [[-0.4938, -0.2566, 0.1101], [0.7830, 0.1420, 0.8654], [0.0114, 2.6670, 1.3641], [-0.9768, 2.7901, 0.7806], [0.7559, 3.4827, 1.7000], [-0.2274, -0.0463, -1.1978], [1.0593, -0.4421, 1.9630], [-0.9739, -1.2736, 0.2471], [-1.2706, 0.4336, 0.3171], [1.6648, 0.4122, 0.2629], [0.6060, -0.5266, -1.3783]],
  "orbital_gap_ev": [10.000, 7.207],
  "mol_weight_g_mol": 109.06,
  "e_above_lowest_kj_mol": 365.7
}

---

Entry 4:
{
  "formula": "C2H4FNS",
  "method": "the ωB97M-V functional and the def2-TZVPD basis",
  "elements": ["C", "C", "N", "F", "S", "H", "H", "H", "H"],
  "positions_angstrom": [[0.0208, 1.3109, 0.0627], [-0.0246, -1.1150, -0.0491], [-0.1730, 0.2201, -0.5622], [0.5159, 0.4994, 1.9887], [-0.1425, 2.8538, -0.0087], [0.6857, -1.5932, -0.7096], [0.2668, -1.0313, 0.9254], [-0.9648, -1.4973, -0.0810], [-0.1843, 0.3528, -1.5664]],
  "orbital_gap_ev": 9.211,
  "mol_weight_g_mol": 93.13,
  "e_above_lowest_kj_mol": 266.6
}

---

Entry 5:
{
  "formula": "C2H4FPS",
  "method": "the ωB97M-V functional and the def2-TZVPD basis",
  "elements": ["C", "C", "F", "P", "S", "H", "H", "H", "H"],
  "positions_angstrom": [[-1.0105, -0.1886, -0.1934], [-0.7688, 0.6973, 0.8992], [3.3833, -0.6577, -0.6169], [2.6305, -1.5590, -1.8050], [0.0155, -1.2887, -0.9925], [-1.8731, 0.0233, -0.7634], [-1.8029, 0.9801, 1.2866], [-0.4481, 1.6528, 0.5020], [-0.1258, 0.3405, 1.6834]],
  "orbital_gap_ev": [6.731, 6.496],
  "mol_weight_g_mol": 110.09,
  "e_above_lowest_kj_mol": 167.3
}

---

Entry 6:
{
  "formula": "C2H4I2",
  "method": "the ωB97M-V functional and the def2-TZVPD basis",
  "elements": ["C", "C", "I", "I", "H", "H", "H", "H"],
  "positions_angstrom": [[0.7700, 0.0468, 0.4099], [-0.5645, -0.1377, -0.2678], [-1.7528, 1.6739, -0.0085], [-1.7368, -1.7650, -0.0079], [1.1565, 0.9386, -0.1233], [0.8323, 0.2820, 1.4687], [1.4662, -0.8966, 0.3553], [-0.1709, -0.1420, -1.8263]],
  "orbital_gap_ev": 8.992,
  "mol_weight_g_mol": 281.86,
  "e_above_lowest_kj_mol": 231.8
}

---

Entry 7:
{
  "formula": "C2H4I2O",
  "method": "the ωB97M-V functional and the def2-TZVPD basis",
  "elements": ["C", "C", "O", "I", "I", "H", "H", "H", "H"],
  "positions_angstrom": [[-0.6746, -0.5230, -0.4745], [0.3802, 0.4398, 0.1022], [0.2476, 0.9200, 1.3420], [0.9707, 1.9952, -1.2687], [2.5191, -1.2558, 0.4279], [-0.7104, -1.4970, 0.0225], [-1.6223, -0.1752, -0.3418], [-0.4507, -0.6219, -1.4949], [-0.6596, 0.7179, 1.6853]],
  "orbital_gap_ev": [7.399, 7.402],
  "mol_weight_g_mol": 297.86,
  "e_above_lowest_kj_mol": 103.8
}

---

Entry 8:
{
  "formula": "C2H4I2O",
  "method": "the ωB97M-V functional and the def2-TZVPD basis",
  "elements": ["C", "C", "O", "I", "I", "H", "H", "H", "H"],
  "positions_angstrom": [[-0.6296, 0.8693, -0.0816], [1.0274, -0.4981, -0.6721], [-1.4492, 0.0749, 0.6239], [0.2007, -2.3389, -0.6618], [-1.2956, -0.3386, 2.6240], [-0.8123, 1.0887, -1.0932], [-0.1077, 1.6494, 0.4920], [1.5478, -0.2090, 0.2864], [1.5184, -0.2978, -1.5177]],
  "orbital_gap_ev": 6.333,
  "mol_weight_g_mol": 297.86,
  "e_above_lowest_kj_mol": 362.5
}

---

Entry 9:
{
  "formula": "C2H4I2O",
  "method": "the ωB97M-V functional and the def2-TZVPD basis",
  "elements": ["C", "C", "O", "I", "I", "H", "H", "H", "H"],
  "positions_angstrom": [[1.1920, 0.2125, -0.3822], [-0.9829, -0.3876, 0.4087], [0.0894, -0.5605, -0.6500], [-2.5971, -1.7245, 0.0266], [-1.4541, 1.7158, 0.2213], [1.5653, -0.1163, 0.5969], [1.0142, 1.2227, -0.3540], [1.8398, -0.0085, -1.2673], [-0.6667, -0.3537, 1.4000]],
  "orbital_gap_ev": 9.205,
  "mol_weight_g_mol": 297.86,
  "e_above_lowest_kj_mol": 125.5
}

---

Entry 10:
{
  "formula": "C2H4IN",
  "method": "the ωB97M-V functional and the def2-TZVPD basis",
  "elements": ["C", "C", "N", "I", "H", "H", "H", "H"],
  "positions_angstrom": [[-0.4524, -0.2280, -0.2388], [0.5018, 0.8227, -0.2783], [0.3353, -1.8236, 0.7104], [-2.4949, 0.1564, -0.0989], [0.4570, 1.5671, -0.9989], [1.6151, 0.5360, -0.5316], [0.5285, 1.3089, 0.6907], [-0.4904, -2.3396, 0.7455]],
  "orbital_gap_ev": [6.975, 6.974],
  "mol_weight_g_mol": 168.97,
  "e_above_lowest_kj_mol": 584.9
}

---

Entry 11:
{
  "formula": "C2H4IN4",
  "method": "the ωB97M-V functional and the def2-TZVPD basis",
  "elements": ["C", "C", "N", "N", "N", "N", "I", "H", "H", "H", "H"],
  "positions_angstrom": [[0.9091, 0.6504, 1.0177], [0.0832, 0.3230, -1.1980], [-0.2089, 1.0249, 1.4977], [-1.2735, 0.5467, 1.3337], [-2.1565, 0.6245, 0.5739], [0.9157, -0.0465, -0.2654], [-0.6241, 2.3335, -1.5821], [1.7934, 0.7088, 1.6957], [-0.1792, -0.4485, -2.0632], [-2.9094, 0.0871, 0.7146], [1.5223, -0.8798, -0.4481]],
  "charge": 1,
  "orbital_gap_ev": [7.154, 7.155],
  "mol_weight_g_mol": 210.99,
  "e_above_lowest_kj_mol": 458.9,
  "smiles": "[H]/N=N/N=C\\[NH+]=C/I"
}

---

Entry 12:
{
  "formula": "C2H4INO",
  "method": "the ωB97M-V functional and the def2-TZVPD basis",
  "elements": ["C", "C", "N", "O", "I", "H", "H", "H", "H"],
  "positions_angstrom": [[1.0135, 0.5676, -0.0531], [-1.0516, -0.8999, 0.1057], [0.2126, 1.4753, -0.1077], [0.3001, -0.8689, -0.1724], [2.9843, -0.0894, -0.1474], [-1.1909, -1.9970, -0.0894], [-1.5740, -0.1119, -0.5848], [-1.2553, -0.5071, 1.0382], [0.5612, 2.4313, 0.0109]],
  "orbital_gap_ev": 9.980,
  "mol_weight_g_mol": 184.96,
  "e_above_lowest_kj_mol": 152.3,
  "smiles": "[H]/N=C(\\I)OC"
}

---

Entry 13:
{
  "formula": "C2H4INO",
  "method": "the ωB97M-V functional and the def2-TZVPD basis",
  "elements": ["C", "C", "N", "O", "I", "H", "H", "H", "H"],
  "positions_angstrom": [[-1.2899, -1.2175, 1.2013], [0.8621, 1.1243, -1.0225], [0.0118, -0.6442, 0.2043], [0.0254, 0.6590, 0.0662], [-1.0548, -3.2009, 1.6094], [-1.6215, -0.3885, 1.8864], [0.9389, 2.1320, -0.7447], [0.4131, 1.0850, -1.9571], [1.7148, 0.4506, -1.2434]],
  "orbital_gap_ev": [8.826, 8.304],
  "mol_weight_g_mol": 184.96,
  "e_above_lowest_kj_mol": 509.7,
  "smiles": "CO/N=C/I"
}

---

Entry 14:
{
  "formula": "C2H4INS",
  "method": "the ωB97M-V functional and the def2-TZVPD basis",
  "elements": ["C", "C", "N", "S", "I", "H", "H", "H", "H"],
  "positions_angstrom": [[-0.9861, -0.6816, -0.2965], [-0.0254, 1.5540, -0.7013], [-0.2916, 0.2958, -0.0853], [-1.5882, -2.1141, -0.4494], [1.8068, -1.8435, 1.4464], [1.0643, 1.6831, -0.4351], [-0.3706, 1.5475, -1.7149], [-0.4879, 2.4095, -0.1058], [0.8786, -2.8508, 2.3420]],
  "orbital_gap_ev": 9.450,
  "mol_weight_g_mol": 201.03,
  "e_above_lowest_kj_mol": 50.4,
  "smiles": "CN=C=S.I"
}

---

Entry 15:
{
  "formula": "C2H4IPS",
  "method": "the ωB97M-V functional and the def2-TZVPD basis",
  "elements": ["C", "C", "P", "S", "I", "H", "H", "H", "H"],
  "positions_angstrom": [[1.0303, -0.8711, 0.9925], [-0.9123, -0.1036, -0.8218], [-0.5486, -1.0659, 0.6877], [-1.7050, 1.4952, -0.4551], [2.0663, -1.0201, 2.7666], [2.1580, -0.1295, -0.2243], [0.1597, 0.0084, -1.3282], [-1.6213, -0.5605, -1.4646], [-0.6272, 2.2471, -0.1528]],
  "orbital_gap_ev": 8.546,
  "mol_weight_g_mol": 218.00,
  "e_above_lowest_kj_mol": 412.1
}

---

Entry 16:
{
  "formula": "C2H4IPS",
  "method": "the ωB97M-V functional and the def2-TZVPD basis",
  "elements": ["C", "C", "P", "S", "I", "H", "H", "H", "H"],
  "positions_angstrom": [[-0.2670, -0.1657, 0.5863], [1.1023, 0.2840, 0.4435], [-1.1676, -1.0027, -0.8448], [-1.2723, -0.1772, 1.8785], [-0.4102, 0.3497, -2.7144], [1.0197, 1.2667, 0.1012], [1.7930, -0.2950, -0.2817], [1.5527, -0.0174, 1.4243], [-2.3506, -0.2424, -0.5928]],
  "orbital_gap_ev": 7.914,
  "mol_weight_g_mol": 218.00,
  "e_above_lowest_kj_mol": 55.5
}

---

Entry 17:
{
  "formula": "C2H4LiOY",
  "method": "the ωB97M-V functional and the def2-TZVPD basis",
  "elements": ["O", "Y", "C", "C", "H", "H", "H", "Li", "H"],
  "positions_angstrom": [[0.8346, -0.5047, -0.1388], [2.9031, -1.0740, 0.4793], [0.0678, 0.4704, 0.3394], [-1.0904, 0.6139, -0.5435], [-1.0990, 0.5923, 0.7972], [-0.7873, 0.4537, -1.5745], [-2.1567, 0.4629, -0.4365], [0.7039, -2.3381, 0.3482], [0.6240, 1.3235, 0.7293]],
  "charge": 3,
  "orbital_gap_ev": [6.612, 8.242],
  "mol_weight_g_mol": 139.90,
  "s_squared": 0.890,
  "spin_multiplicity": 2
}

---

Entry 18:
{
  "formula": "C2H4N2",
  "method": "the ωB97M-V functional and the def2-TZVPD basis",
  "elements": ["C", "C", "N", "N", "H", "H", "H", "H"],
  "positions_angstrom": [[0.8255, -0.8039, -0.2445], [0.6203, 0.5749, -0.0490], [-1.1950, -0.7547, -0.1092], [-0.7583, 0.6128, -0.1327], [1.2227, -1.5111, 0.3232], [1.2961, 1.4018, -0.2248], [-1.0040, -1.0437, 0.9074], [-1.3984, 1.2676, -0.4833]],
  "orbital_gap_ev": 9.587,
  "mol_weight_g_mol": 56.07,
  "e_above_lowest_kj_mol": 531.6
}

---

Entry 19:
{
  "formula": "C2H4N2",
  "method": "the ωB97M-V functional and the def2-TZVPD basis",
  "elements": ["C", "C", "N", "N", "H", "H", "H", "H"],
  "positions_angstrom": [[0.2664, -0.6461, 0.4454], [-0.1755, 0.6675, -0.4601], [0.1857, -0.4614, 1.6895], [-0.2776, 0.4728, -1.6696], [0.5653, -1.6459, -0.0232], [-0.3252, 1.5511, 0.2889], [0.4203, -1.3536, 2.1211], [-0.5664, 1.0974, -2.3919]],
  "orbital_gap_ev": 10.536,
  "mol_weight_g_mol": 56.07,
  "e_above_lowest_kj_mol": 174.1,
  "smiles": "[H]/N=C/C=N/[H]"
}

---

Entry 20:
{
  "formula": "C2H4N2",
  "method": "the ωB97M-V functional and the def2-TZVPD basis",
  "elements": ["C", "C", "N", "N", "H", "H", "H", "H"],
  "positions_angstrom": [[-1.2194, 0.0022, 0.0210], [0.0140, -0.5176, 0.0386], [1.2611, 0.2354, -0.0065], [2.4314, -0.0505, 0.0064], [-2.1426, -0.5520, 0.2017], [-1.3089, 1.1694, 0.0191], [0.0425, -1.5879, -0.0693], [0.9221, 1.3009, -0.2110]],
  "orbital_gap_ev": 8.696,
  "mol_weight_g_mol": 56.07,
  "e_above_lowest_kj_mol": 352.1
}